# 1
{"formula": "C3H11NS", "method": "the ωB97M-V functional and the def2-TZVPD basis", "e_above_lowest_ev": 0.611, "mol_weight_g_mol": 93.2, "smiles": "CSC.CN", "lumo_energy_ev": 0.98, "orbital_gap_ev": 9.5, "species": ["C", "S", "C", "H", "H", "H", "H", "H", "H", "C", "N", "H", "H", "H", "H", "H"], "positions_angstrom": [[-3.31120, 2.65092, 0.41067], [-2.52355, 1.80848, -0.97162], [-3.05177, 2.92468, -2.30074], [-3.65775, 3.63502, 0.11328], [-2.54762, 2.83453, 1.16609], [-4.17033, 2.13004, 0.83532], [-4.13924, 2.98086, -2.31402], [-2.63170, 3.90966, -2.10824], [-2.74327, 2.56454, -3.27246], [4.19733, -3.16807, 0.85874], [4.20981, -4.23527, 1.88557], [5.15190, -3.16730, 0.34096], [4.10589, -2.21462, 1.38941], [3.46873, -3.30804, 0.06511], [3.36555, -4.19723, 2.43989], [4.27723, -5.14821, 1.46203]], "atomic_forces_ev_per_a": [[0.11, 0.37, 0.36], [-0.08, -0.10, -0.39], [-0.32, 0.06, 0.41], [-0.03, 0.13, -0.24], [-0.16, -0.21, 0.17], [0.21, -0.19, -0.08], [-0.02, 0.07, 0.02], [-0.02, 0.06, -0.19], [0.31, -0.19, -0.06], [0.48, -0.56, 0.60], [0.10, 0.55, -0.31], [0.30, 0.07, 0.12], [-0.21, -0.10, -0.41], [-0.53, 0.26, 0.08], [-0.04, -0.12, -0.06], [-0.09, -0.09, -0.02]], "mulliken_charge": [-0.788, -0.078, -0.846, 0.262, 0.298, 0.282, 0.291, 0.287, 0.293, -0.662, -0.540, 0.266, 0.279, 0.242, 0.212, 0.204]}

***

# 2
{"formula": "C4H5N3O3", "method": "the ωB97M-V functional and the def2-TZVPD basis", "e_above_lowest_ev": 2.294, "mol_weight_g_mol": 143.1, "smiles": "NC1C(=O)NC(=O)NC1=O", "lumo_energy_ev": -0.31, "orbital_gap_ev": 9.6, "species": ["N", "C", "C", "O", "N", "C", "O", "N", "C", "O", "H", "H", "H", "H", "H"], "positions_angstrom": [[0.34357, -0.75273, 2.21740], [0.13134, -0.55424, 0.75703], [1.29051, -0.27828, -0.14735], [2.43248, -0.76436, 0.00420], [0.86180, 0.22027, -1.39077], [-0.33063, 0.67761, -1.92609], [-0.33697, 1.30058, -2.97106], [-1.39960, 0.76066, -0.95151], [-1.03240, 0.40320, 0.46111], [-1.70870, 0.72404, 1.47000], [-0.56742, -0.36900, 2.72412], [0.80137, -1.68914, 2.55120], [-0.16665, -1.55535, 0.02545], [1.75262, 0.17626, -2.07005], [-2.07133, 1.70047, -0.75369]], "atomic_forces_ev_per_a": [[-1.31, -0.25, -0.32], [-0.68, -2.28, -0.71], [2.05, -2.22, 0.04], [-2.98, 2.10, -0.47], [4.18, -1.03, -1.90], [-0.01, 3.84, 0.92], [-0.64, -1.65, 0.68], [-0.47, 1.64, 4.18], [-2.09, -0.08, 1.87], [1.34, -0.05, -3.94], [2.68, -1.61, -1.32], [-1.64, 2.57, -1.16], [0.16, 1.94, 2.29], [-3.04, 0.34, 1.62], [2.46, -3.24, -1.78]], "mulliken_charge": [-0.625, 0.219, 0.214, -0.599, -0.158, 0.389, -0.539, -0.247, 0.531, -0.623, 0.297, 0.260, 0.190, 0.295, 0.394]}

***

# 3
{"formula": "C7H14N2", "method": "the ωB97M-V functional and the def2-TZVPD basis", "e_above_lowest_ev": 0.733, "mol_weight_g_mol": 126.2, "smiles": "C/C=C(/N)CC.CC#N", "lumo_energy_ev": 0.80, "orbital_gap_ev": 8.4, "species": ["C", "C", "C", "N", "C", "C", "H", "H", "H", "H", "H", "H", "H", "H", "H", "H", "H", "C", "C", "N", "H", "H", "H"], "positions_angstrom": [[-0.02859, 0.81210, 2.11046], [0.77725, -0.02011, 1.15985], [0.26023, -0.90108, 0.29634], [1.07853, -1.70687, -0.49235], [-1.22704, -1.12341, 0.19034], [-1.65399, -2.24827, -0.74587], [-0.35586, 0.22379, 2.97353], [0.56345, 1.64911, 2.48325], [-0.91942, 1.20745, 1.61931], [1.85363, 0.08416, 1.21734], [2.04307, -1.40746, -0.52425], [0.70920, -1.95337, -1.39060], [-1.68857, -0.18867, -0.14183], [-1.60696, -1.33661, 1.19266], [-1.40468, -2.01830, -1.78405], [-1.18694, -3.18855, -0.45988], [-2.73424, -2.36620, -0.69132], [1.37857, 2.57029, -1.09630], [0.03311, 2.10743, -1.30448], [-1.03777, 1.74668, -1.47493], [1.70760, 2.28762, -0.09737], [2.03569, 2.11404, -1.84045], [1.40373, 3.65623, -1.19939]], "atomic_forces_ev_per_a": [[-0.06, -0.16, -0.08], [0.02, 0.01, -0.01], [0.15, 0.24, 0.23], [0.21, -0.08, 0.12], [-0.04, -0.05, -0.10], [-0.01, 0.16, 0.09], [-0.05, 0.11, 0.07], [-0.08, 0.01, 0.03], [-0.05, 0.09, 0.09], [0.18, -0.07, -0.05], [-0.12, -0.08, -0.08], [-0.01, -0.04, -0.22], [0.01, -0.05, 0.12], [-0.02, 0.07, 0.01], [-0.02, -0.07, -0.01], [-0.01, -0.10, -0.08], [-0.05, -0.07, -0.06], [0.53, 0.23, 0.00], [-0.13, -0.09, 0.02], [-0.57, -0.11, -0.16], [0.03, 0.00, -0.04], [0.00, 0.11, 0.12], [0.11, -0.08, -0.01]], "mulliken_charge": [-1.368, -0.826, 0.872, -0.558, -0.002, -1.697, 0.352, 0.355, 0.329, 0.424, 0.221, 0.192, 0.189, 0.311, 0.397, 0.396, 0.410, -0.812, 0.462, -0.452, 0.211, 0.252, 0.343]}

***

# 4
{"formula": "C19H24GeN2PdSbSe4", "method": "the ωB97M-V functional and the def2-TZVPD basis", "e_above_lowest_ev": 0.000, "mol_weight_g_mol": 897.0, "multiplicity": 2, "lumo_energy_ev": [-0.66, -2.11], "s_squared": 0.76, "orbital_gap_ev": [7.0, 5.5], "species": ["Pd", "Se", "Sb", "Se", "Se", "Se", "C", "Ge", "C", "C", "C", "C", "C", "C", "C", "C", "C", "C", "C", "C", "C", "C", "C", "C", "H", "H", "H", "H", "H", "H", "H", "H", "H", "H", "H", "H", "H", "H", "H", "N", "C", "C", "N", "H", "H", "H", "H", "H", "H", "H", "H", "H"], "positions_angstrom": [[-0.13119, -0.08471, -1.02766], [1.37721, -0.16399, -4.97331], [-0.17831, -1.11934, -3.39246], [-1.97393, 0.48697, -2.63272], [2.24332, -0.35734, -1.17693], [-0.64117, -3.42638, -3.24950], [2.54211, 1.20314, 1.92304], [1.50297, -0.22617, 1.12023], [1.90839, -1.95036, 1.91400], [1.92302, -2.06375, 3.30235], [2.19190, -3.28669, 3.90248], [2.45401, -4.40097, 3.11949], [2.44935, -4.29657, 1.73563], [2.17842, -3.07486, 1.13500], [-0.42718, 0.28536, 1.33647], [-0.66285, 1.62023, 1.59925], [-1.96802, 2.12867, 1.74577], [-3.04308, 1.30348, 1.59677], [-2.87101, -0.06809, 1.30234], [-3.98224, -0.91715, 1.08819], [-3.80910, -2.22827, 0.75395], [-2.51109, -2.76246, 0.63546], [-1.41800, -1.97342, 0.85389], [-1.55783, -0.59691, 1.17916], [2.21136, 1.40636, 2.94236], [2.44288, 2.10117, 1.31479], [3.58857, 0.90176, 1.93633], [1.71795, -1.20012, 3.92616], [2.19608, -3.36808, 4.98214], [2.66461, -5.35391, 3.58824], [2.65725, -5.16355, 1.12199], [2.17064, -2.99852, 0.05259], [0.17026, 2.30545, 1.67672], [-2.10914, 3.18077, 1.96058], [-4.05202, 1.68821, 1.69272], [-4.97756, -0.49836, 1.18116], [-4.66723, -2.86330, 0.57544], [-2.37632, -3.79872, 0.35616], [-0.43018, -2.40116, 0.76832], [-0.26343, 2.60160, -4.55206], [0.30727, 3.75064, -3.80008], [1.02306, 3.31449, -2.51598], [0.25489, 3.46246, -1.28836], [-0.71661, 2.90322, -5.41186], [-0.95781, 2.05554, -3.97944], [0.44044, 1.85938, -4.81378], [-0.51684, 4.41257, -3.53193], [0.96824, 4.28084, -4.48518], [1.95316, 3.87672, -2.42908], [1.31205, 2.26059, -2.59803], [-0.54149, 2.83487, -1.27039], [-0.06578, 4.41862, -1.19041]], "atomic_forces_ev_per_a": [[-0.42, -0.01, -0.36], [-0.01, -0.03, -0.05], [0.03, 0.00, 0.01], [0.05, 0.02, -0.03], [-0.09, 0.09, 0.15], [0.00, 0.02, -0.01], [0.00, 0.05, 0.06], [0.19, -0.01, -0.01], [-0.04, -0.08, 0.00], [-0.01, -0.11, -0.01], [0.00, 0.06, 0.05], [0.02, -0.06, -0.01], [0.00, 0.06, 0.01], [-0.01, 0.01, 0.04], [0.04, 0.00, 0.02], [0.07, -0.12, -0.10], [-0.02, 0.06, 0.01], [-0.06, 0.04, 0.03], [0.08, -0.09, -0.05], [-0.02, 0.05, 0.02], [-0.03, -0.05, -0.01], [0.00, 0.03, -0.01], [0.01, 0.01, 0.00], [0.08, 0.05, 0.04], [0.02, 0.03, 0.00], [0.02, 0.03, 0.03], [0.00, 0.00, 0.00], [-0.01, 0.00, 0.00], [0.00, -0.01, 0.00], [-0.01, 0.01, 0.01], [0.00, -0.01, 0.00], [-0.01, 0.00, 0.02], [0.02, 0.03, 0.01], [0.00, -0.02, 0.00], [0.01, 0.00, -0.01], [0.01, -0.01, 0.00], [0.00, 0.01, 0.00], [0.00, 0.00, 0.01], [0.09, -0.03, 0.00], [-0.30, -0.09, -0.04], [0.04, 0.10, -0.01], [-0.01, -0.36, 0.11], [0.20, 0.15, -0.15], [-0.07, -0.03, 0.03], [0.10, 0.14, 0.01], [0.12, -0.01, 0.15], [0.00, 0.04, -0.14], [0.05, -0.04, 0.03], [-0.04, 0.05, 0.05], [0.06, 0.09, -0.05], [-0.04, -0.02, 0.00], [-0.10, -0.07, 0.13]], "mulliken_charge": [0.984, -0.667, 0.893, -0.880, -0.767, -0.548, -1.400, 1.634, 0.125, -0.327, -0.619, -0.434, -0.704, -0.221, -0.233, -0.552, -1.006, -0.814, 0.791, -0.948, -0.495, -0.895, 0.069, 0.809, 0.404, 0.406, 0.382, 0.310, 0.385, 0.377, 0.406, 0.287, 0.290, 0.417, 0.389, 0.384, 0.394, 0.441, 0.241, 0.187, -0.558, -0.286, -0.390, 0.368, -0.081, 0.018, 0.335, 0.371, 0.329, 0.036, 0.115, 0.244]}

***

# 5
{"formula": "C3H5N2O3S", "method": "the ωB97M-V functional and the def2-TZVPD basis", "e_above_lowest_ev": 0.046, "mol_weight_g_mol": 149.2, "smiles": "O=S(=O)([O-])N1CCC=N1", "lumo_energy_ev": 3.89, "charge": -1, "orbital_gap_ev": 8.4, "species": ["O", "S", "O", "O", "N", "C", "C", "C", "N", "H", "H", "H", "H", "H"], "positions_angstrom": [[-2.35127, 1.53507, -0.57011], [-2.08808, 0.21681, 0.03386], [-3.07014, -0.77327, -0.16732], [-1.58567, 0.32369, 1.40499], [-0.56054, -0.25534, -0.73421], [0.40395, 0.78667, -0.34129], [1.55150, 0.03208, 0.30110], [1.10904, -1.41659, -0.03418], [-0.10889, -1.42847, -0.41817], [0.02006, 1.53818, 0.31696], [0.79344, 1.35230, -1.16829], [1.63135, 0.12212, 1.31604], [2.54660, 0.31203, -0.28312], [1.70864, -2.34527, 0.34373]], "atomic_forces_ev_per_a": [[0.28, -1.36, 0.16], [1.60, 2.77, 1.07], [-1.16, -1.67, -0.79], [-0.69, -0.12, 0.15], [-1.92, 3.24, -0.71], [1.27, 0.61, 0.09], [1.79, -1.06, -4.61], [1.08, -0.35, 1.68], [1.26, -3.63, 0.27], [-0.62, 0.06, 0.38], [-0.13, -0.05, -0.92], [0.48, 0.47, 2.64], [-1.70, -0.56, 1.61], [-1.53, 1.65, -1.02]], "mulliken_charge": [-0.669, 1.117, -0.630, -0.675, 0.178, -0.646, -0.396, -0.198, -0.636, 0.339, 0.399, 0.299, 0.234, 0.285]}